Entry from the OMol25 dataset: a single C15H17N3O3 molecule (the ωB97M-V functional and the def2-TZVPD basis).

XYZ file:
```
38
Properties=species:S:1:pos:R:3:lowdin_charge:R:1
C -5.8445 -0.0198 0.1608 -0.0416
C -4.3703 0.1505 -0.0255 -0.2278
C -3.8364 1.4055 -0.2883 -0.0235
C -2.4795 1.5818 -0.4691 -0.0070
C -1.6162 0.4952 -0.3669 -0.1341
C -0.1678 0.7471 -0.5752 -0.4148
O 0.2540 1.5989 -1.3231 0.0938
N 0.6550 -0.0535 0.1940 0.1552
C 2.0477 -0.1546 0.0796 -0.2171
C 2.6226 -1.3602 -0.1483 0.0722
C 4.0490 -1.4969 -0.2626 -0.4468
O 4.6477 -2.5321 -0.4661 0.0722
N 4.7457 -0.2914 -0.1312 0.0274
C 6.1895 -0.3681 -0.2710 -0.0017
C 4.1905 0.9315 0.1422 -0.4297
O 4.8530 1.9333 0.2964 0.0796
N 2.8019 0.9649 0.2624 0.0337
C 2.2164 2.2280 0.6656 -0.0030
C -2.1484 -0.7666 -0.1178 0.0096
C -3.5119 -0.9529 0.0486 -0.2242
C -4.0574 -2.3242 0.3017 -0.0417
H -6.3567 0.9350 0.0784 0.0780
H -6.0607 -0.4475 1.1392 0.0860
H -6.2493 -0.6967 -0.5909 0.0865
H -4.4970 2.2573 -0.3579 0.1129
H -2.0692 2.5562 -0.6845 0.1200
H 0.2159 -0.8658 0.6047 0.1331
H 2.0295 -2.2479 -0.2863 0.1199
H 6.4358 -0.7530 -1.2603 0.1007
H 6.6011 0.6282 -0.1350 0.0871
H 6.5894 -1.0535 0.4760 0.1001
H 3.0236 2.8587 1.0330 0.0925
H 1.7348 2.7154 -0.1826 0.0876
H 1.4815 2.0587 1.4524 0.1021
H -1.5078 -1.6387 -0.0919 0.1137
H -4.7705 -2.6007 -0.4739 0.0858
H -4.5798 -2.3584 1.2571 0.0858
H -3.2610 -3.0638 0.3166 0.0774
```

The net charge is 0. As for the energy: -26445.5770 eV. The calculation puts the orbital gap at 0.33871 hartree. The energy above the lowest of the compared OMol25 structures with the same formula, charge and spin is 94.3 kJ/mol.